{"formula": "C23H65Li2N9O13", "method": "ωB97M-V with the def2-TZVPD basis set", "multiplicity": 2, "e_lumo_ev": [-3.960, -8.428], "s2": 0.76, "mol_weight_g_mol": 689.70, "energy_ev": -65331.6377, "gap_ev": [6.166, 1.698], "total_charge": 1, "symbols": ["Li", "Li", "O", "C", "C", "O", "H", "H", "H", "H", "C", "O", "N", "N", "H", "H", "H", "H", "C", "O", "N", "N", "H", "H", "H", "H", "C", "O", "N", "N", "H", "H", "H", "H", "C", "O", "C", "C", "N", "C", "C", "O", "C", "H", "H", "H", "H", "H", "H", "H", "H", "H", "H", "H", "H", "H", "H", "H", "C", "O", "C", "C", "N", "C", "C", "O", "C", "H", "H", "H", "H", "H", "H", "H", "H", "H", "H", "H", "H", "H", "H", "H", "C", "O", "C", "C", "N", "C", "C", "O", "C", "H", "H", "H", "H", "H", "H", "H", "H", "H", "H", "H", "H", "H", "H", "H", "O", "H", "H", "O", "H", "H"], "coordinates": [[-1.9074, 2.4491, -0.1735], [-2.2783, 1.3088, 3.3258], [-1.8072, 1.0141, 1.3582], [-0.9014, 0.1117, 0.7067], [-0.5974, 0.2796, -0.8104], [-0.2946, 1.5348, -1.4026], [-1.2350, -0.9214, 0.8038], [0.0538, -0.0163, 1.2160], [-1.4075, -0.1350, -1.4104], [0.1349, -0.4625, -1.1283], [2.6958, 2.6624, 0.6512], [3.7429, 3.0688, 0.9966], [1.9955, 2.9606, -0.3821], [2.0675, 1.6914, 1.2984], [2.4527, 3.5179, -1.0895], [1.1481, 2.4243, -0.5019], [1.2551, 1.1798, 0.9848], [2.5805, 1.4043, 2.1197], [-5.2196, -1.6744, -0.3697], [-6.2899, -2.0654, -0.0624], [-4.8672, -1.3500, -1.5860], [-4.2815, -1.3400, 0.5259], [-5.6296, -1.2439, -2.2399], [-3.9713, -0.9506, -1.8268], [-3.3433, -1.0982, 0.2405], [-4.5522, -1.4820, 1.4886], [2.7167, -0.0804, -3.2459], [3.6293, -0.3077, -3.9906], [2.1731, 1.0905, -3.1184], [2.0618, -0.9715, -2.5484], [2.3994, 1.8792, -3.7073], [1.3314, 1.2348, -2.5790], [2.5022, -1.8768, -2.6298], [1.1592, -0.6999, -2.1857], [-7.5597, 3.0351, -2.3600], [-6.2032, 2.7042, -2.1922], [-5.8770, 1.8580, -1.1218], [-4.3913, 1.7441, -0.9617], [-3.6303, 2.9751, -0.9825], [-4.0602, 3.8475, 0.0933], [-3.0153, 5.0178, 0.0342], [-1.6746, 4.5995, 0.1254], [-0.8149, 5.6621, 0.2528], [-8.1095, 2.1298, -2.6174], [-7.7683, 3.7140, -3.1869], [-7.8987, 3.5888, -1.4844], [-6.4070, 0.9063, -1.1590], [-6.3380, 2.2768, -0.2273], [-4.0542, 1.0105, -1.6941], [-4.2192, 1.2700, 0.0046], [-3.8131, 3.4058, -1.8775], [-3.9538, 3.4445, 1.1004], [-5.0420, 4.3191, 0.0501], [-3.2955, 5.6191, 0.8990], [-3.1447, 5.5376, -0.9152], [-0.9656, 6.4270, -0.5090], [0.2093, 5.2917, 0.2102], [-0.9087, 6.2233, 1.1825], [7.0111, 1.6334, 4.8327], [5.6383, 1.7913, 5.1394], [4.6979, 0.8814, 4.5019], [4.7993, -0.5818, 5.0652], [4.2992, -0.7999, 6.4835], [2.8589, -0.6348, 6.6660], [2.0397, -1.6629, 5.7835], [2.0657, -1.0844, 4.4437], [1.4472, -1.8163, 3.4208], [7.3785, 0.6579, 5.1515], [7.4989, 2.4683, 5.3359], [7.1348, 1.6841, 3.7509], [4.8388, 0.8460, 3.4216], [3.7079, 1.3125, 4.6508], [5.7739, -1.0687, 5.0976], [4.4214, -1.3626, 4.4052], [4.8179, -0.0595, 6.9339], [2.5008, 0.3799, 6.4923], [2.4112, -0.9036, 7.6228], [0.9938, -1.7331, 6.0822], [2.4342, -2.6785, 5.7508], [0.3692, -1.9376, 3.5270], [1.8459, -2.8276, 3.5001], [1.7483, -1.4841, 2.4272], [-2.5585, -4.4794, -1.0339], [-1.4881, -4.2196, -0.0808], [-0.2918, -3.5832, -0.5657], [0.5427, -4.4233, -1.6014], [1.7438, -3.6805, -1.9647], [2.5255, -4.5058, -2.8695], [3.1828, -3.6900, -3.9566], [4.0880, -4.4613, -4.7449], [3.4910, -5.3496, -5.6449], [-3.4462, -4.9225, -0.5826], [-2.3329, -5.1652, -1.8505], [-2.7725, -3.4673, -1.3775], [0.2373, -3.4122, 0.3718], [-0.4587, -2.6452, -1.0953], [-0.1139, -4.6242, -2.4479], [0.7741, -5.3720, -1.1173], [2.2539, -3.5279, -1.1064], [1.9230, -5.2841, -3.3379], [3.1944, -5.1911, -2.3489], [3.8356, -2.9798, -3.4491], [2.5971, -3.0349, -4.6015], [2.7633, -4.8562, -6.2892], [2.9718, -6.1174, -5.0713], [4.2741, -5.7194, -6.3068], [0.1330, 4.0732, -2.9027], [0.9734, 4.3858, -2.5676], [-0.0413, 3.2740, -2.4056], [-1.9929, 1.0406, -3.7545], [-1.9408, 0.1728, -4.1550], [-1.3805, 1.0031, -3.0198]], "forces_ev_per_a": [[1.12, -0.24, -0.21], [0.42, -0.24, -1.84], [0.56, 0.08, 0.13], [-0.24, 0.01, 0.11], [-0.49, 0.85, -1.36], [-0.51, -0.35, 1.85], [-0.59, -0.42, -0.19], [0.38, 0.63, 0.46], [-1.24, -0.21, 0.27], [0.51, -0.22, 1.15], [-1.30, -1.63, -0.17], [4.23, 2.01, 1.46], [-1.06, 2.52, -3.32], [-0.61, -2.64, 3.53], [-0.45, -0.25, -0.07], [-0.45, 0.18, -1.30], [0.37, 0.27, 0.05], [-0.52, -0.35, -0.12], [1.39, 1.27, 1.01], [-3.37, -1.45, 0.88], [0.42, 0.32, -4.04], [1.23, 0.00, 1.85], [0.36, -0.24, -0.13], [-0.33, -0.10, 0.07], [-0.17, 0.02, 0.51], [0.54, -0.10, -0.23], [0.02, 0.69, -1.32], [2.36, -0.91, -1.11], [-1.57, 4.92, 0.15], [0.10, -2.31, 1.29], [0.31, -0.53, -0.10], [-0.14, 0.00, 0.19], [-1.37, 0.03, 0.54], [0.56, -1.05, -0.13], [-0.13, -0.18, 0.11], [0.99, 0.48, -1.17], [-1.69, 0.85, 0.64], [-0.23, -1.51, 0.00], [-1.19, -1.01, 0.33], [2.39, 2.17, -0.34], [-1.56, -0.28, 0.39], [-1.25, -1.69, 0.33], [1.48, 1.30, 0.07], [-0.46, -0.06, 0.56], [0.88, 0.02, -0.23], [-0.48, -0.44, 0.35], [0.36, -0.50, -0.50], [0.08, 0.45, 0.54], [0.50, 0.59, -0.26], [0.02, -0.14, 0.12], [0.22, 0.38, -0.19], [-0.02, -0.81, -0.14], [-0.23, -0.22, -0.36], [0.31, 0.73, -0.09], [-0.11, 0.39, 0.05], [0.02, -0.18, -0.48], [-0.09, -0.04, -0.17], [-0.31, -0.25, 0.51], [-0.25, 0.07, -0.60], [-2.18, -1.57, -0.40], [1.43, 1.58, 1.26], [0.33, -3.28, 0.85], [-1.03, 3.26, -3.02], [-1.90, -3.27, -0.43], [0.36, 1.89, -2.01], [0.12, 0.79, 0.97], [0.39, -1.74, 0.19], [0.18, 0.00, 0.32], [0.19, -0.32, -0.12], [0.24, 0.20, -0.07], [0.41, -0.38, -0.15], [0.05, -0.21, 0.32], [1.03, 1.32, 0.22], [-1.28, 0.72, -0.15], [0.39, -0.27, 1.49], [0.44, 0.31, -0.37], [1.18, 0.27, 0.83], [0.02, 0.15, 0.47], [0.40, -0.02, 0.26], [-0.20, 0.48, -0.05], [-0.06, -0.47, -0.24], [-0.19, 0.57, 0.25], [0.86, 1.14, 0.26], [-0.12, -0.85, -0.43], [-0.38, -1.21, -0.80], [-1.02, 0.65, 1.93], [-1.02, -1.09, -0.10], [-0.37, -0.96, -0.87], [2.07, 0.09, 0.13], [0.19, 0.58, 0.37], [-0.28, 0.21, 0.03], [0.31, 0.31, 0.70], [0.61, 0.18, -0.10], [-0.63, -0.22, -0.71], [0.40, 0.16, -0.20], [-0.49, 0.39, 0.25], [0.32, 0.14, -0.24], [0.05, -0.40, -0.08], [0.26, 0.09, 0.05], [-0.81, 0.33, -0.12], [0.89, 0.52, 0.16], [0.28, 0.16, -0.05], [-0.82, -0.42, 0.07], [-0.24, 0.22, -0.06], [0.07, -0.55, -0.40], [-0.05, -0.34, 0.30], [0.01, 0.44, -0.25], [0.13, 0.17, 0.01], [-0.27, -0.68, 0.27], [-0.66, -0.13, -0.23], [0.01, -0.16, -0.29], [0.69, 0.50, 0.61]], "mulliken_charge": [0.707, 0.851, -1.068, -0.224, 0.173, 0.758, 0.510, -0.276, 0.024, -0.768, 0.494, -0.723, 0.080, -0.116, 0.237, -0.409, 0.078, -0.069, 0.412, -0.669, -0.198, -0.102, 0.255, -0.009, 0.073, 0.154, 0.590, -0.728, -0.173, -0.090, 0.231, -0.056, 0.055, 0.228, -0.834, -0.326, -1.112, 0.199, -0.024, -0.610, -0.755, -0.060, -0.858, 0.305, 0.265, 0.325, 0.627, 0.366, -0.102, 0.150, 0.319, 0.217, 0.333, 0.454, 0.456, 0.342, 0.152, 0.341, -0.645, -0.366, -0.229, -0.608, -0.059, -0.627, -0.775, -0.175, -1.043, 0.299, 0.261, 0.322, 0.374, 0.326, 0.481, 0.223, 0.374, 0.350, 0.436, 0.506, 0.437, 0.369, 0.453, 0.282, -0.530, -0.489, 0.067, -0.982, -0.056, -0.270, -0.844, -0.410, -0.714, 0.303, 0.293, 0.113, 0.168, 0.077, 0.509, 0.321, 0.222, 0.371, 0.287, 0.393, 0.371, 0.293, 0.313, 0.256, -0.653, 0.324, 0.166, -0.736, 0.327, 0.134]}

=====

{"formula": "C6H16O", "method": "ωB97M-V with the def2-TZVPD basis set", "multiplicity": 1, "e_lumo_ev": 0.742, "mol_weight_g_mol": 104.19, "energy_ev": -8523.6626, "gap_ev": 10.230, "relative_energy_kj_mol": 537.5, "total_charge": 0, "symbols": ["C", "C", "C", "C", "C", "C", "H", "H", "H", "H", "H", "H", "H", "H", "H", "H", "H", "H", "H", "H", "H", "H", "O"], "coordinates": [[2.3853, 1.4760, 2.6059], [-0.7706, -0.3691, -1.0047], [-2.1522, -0.6980, -1.5898], [-0.4821, -1.2585, 0.2436], [-0.5288, 0.8502, -0.1462], [0.3337, -0.5236, -2.0980], [0.9725, 0.1733, 2.1294], [2.2991, 2.4171, 3.1244], [2.7759, 0.6584, 3.1980], [2.9559, 1.6018, 1.5609], [-2.4328, -1.6126, -2.0096], [-2.7608, -0.6646, -0.7572], [-2.5491, 0.0746, -2.2845], [0.3996, -1.0793, 0.6436], [-1.2300, -1.0950, 0.9938], [-0.5749, -2.4225, 0.0479], [0.3613, 0.7252, 0.7445], [-1.6440, 0.8477, 0.2476], [-0.2947, 1.6723, -1.0586], [-0.1573, -0.1850, -3.1057], [1.2995, 0.1742, -1.9372], [0.6928, -1.8527, -1.8827], [1.1016, 1.0901, 2.3345]], "forces_ev_per_a": [[1.62, -0.59, -2.37], [3.01, -2.55, 0.76], [0.58, 2.99, -0.10], [-4.53, -5.46, -3.23], [-1.24, 2.98, -1.89], [1.28, -1.76, 0.55], [0.54, -0.74, 0.38], [0.48, 0.22, 0.21], [1.19, 0.40, 0.34], [-0.64, -0.10, 2.40], [0.84, -1.83, -0.87], [-1.85, 0.33, 1.91], [0.51, -0.21, 0.34], [4.29, 0.46, 1.48], [-0.52, 0.29, 0.47], [0.31, 1.90, 0.16], [-3.14, 1.30, -3.64], [2.38, 1.63, 0.14], [-0.70, -1.00, 3.24], [1.28, -1.30, 1.53], [-2.16, -1.80, -0.16], [-0.86, 4.18, -1.72], [-2.67, 0.66, 0.07]], "nbo_charge": [-0.230, -0.097, -0.617, -0.575, -0.630, -0.605, 0.469, 0.191, 0.171, 0.151, 0.225, 0.203, 0.207, 0.169, 0.205, 0.183, 0.256, 0.213, 0.194, 0.222, 0.214, 0.200, -0.719]}

=====

{"formula": "C14H23BBr2INO16S3", "method": "ωB97M-V with the def2-TZVPD basis set", "multiplicity": 1, "e_lumo_ev": 0.009, "mol_weight_g_mol": 855.05, "energy_ev": -230505.0648, "gap_ev": 9.123, "total_charge": 0, "symbols": ["C", "O", "B", "O", "C", "C", "O", "O", "C", "I", "C", "N", "C", "Br", "C", "C", "Br", "H", "H", "H", "H", "H", "H", "H", "H", "H", "H", "H", "O", "S", "O", "O", "C", "C", "O", "H", "H", "H", "H", "O", "S", "O", "O", "C", "C", "O", "H", "H", "H", "H", "O", "S", "O", "O", "C", "C", "O", "H", "H", "H", "H"], "coordinates": [[1.6704, -1.6996, 0.6264], [1.2067, -1.1100, -0.6189], [1.1641, 0.3253, -0.5594], [-0.0858, 0.9736, -0.8896], [2.4475, 1.2644, -0.1299], [1.7061, 2.3082, 0.8834], [1.0374, 1.9928, 1.9061], [1.9091, 3.6195, 0.3711], [3.1221, 3.5616, -0.4711], [2.8340, 5.3864, -1.6846], [3.1821, 2.1343, -1.2535], [2.4949, 2.4271, -2.5446], [4.7319, 1.8901, -1.5811], [6.0771, 3.3829, -1.5528], [5.2876, 0.6216, -1.9487], [6.8543, 0.4372, -2.3181], [4.1717, -1.0002, -2.0720], [2.6087, -1.2089, 1.0580], [1.9294, -2.8006, 0.4568], [0.8473, -1.6620, 1.4239], [-0.8285, 0.3476, -0.7431], [3.2562, 0.7733, 0.5347], [3.9352, 3.7066, 0.3376], [2.1489, 1.5779, -3.0171], [3.2531, 2.7691, -3.1718], [7.0984, -0.6503, -2.6016], [7.0260, 1.0699, -3.2656], [7.5453, 0.7681, -1.4689], [-4.9880, 0.7720, -1.1721], [-4.6085, 0.0290, -0.0062], [-4.5834, -1.4022, 0.0271], [-5.4951, 0.5616, 1.2425], [-4.6303, 1.0431, 2.2733], [-3.3787, 1.5239, 1.5559], [-3.1705, 0.5797, 0.5041], [-4.4052, 0.2104, 2.9454], [-5.1156, 1.8414, 2.8356], [-2.5109, 1.5647, 2.2144], [-3.5361, 2.5063, 1.1017], [-9.0182, -1.9555, -5.2190], [-9.2004, -1.3425, -3.9366], [-10.4893, -0.9973, -3.4176], [-8.2429, -0.0354, -3.8599], [-7.3431, -0.1651, -2.7569], [-7.1434, -1.6616, -2.5745], [-8.4250, -2.2394, -2.8281], [-7.8162, 0.2803, -1.8772], [-6.4081, 0.3525, -2.9655], [-6.7974, -1.9162, -1.5728], [-6.4411, -2.0591, -3.3132], [3.2508, -3.7133, 2.0006], [4.0780, -2.6946, 2.5740], [4.8547, -1.7859, 1.7857], [5.0508, -3.3931, 3.6681], [4.8392, -2.7955, 4.9480], [3.3944, -2.3205, 4.9358], [3.1770, -1.8318, 3.6121], [5.5306, -1.9543, 5.0499], [5.0290, -3.5185, 5.7420], [3.2075, -1.5376, 5.6707], [2.7040, -3.1517, 5.1069]], "forces_ev_per_a": [[0.21, -1.16, 0.66], [0.07, 2.25, 1.53], [-1.51, -0.96, -0.83], [2.16, -1.53, 0.92], [-0.11, 0.57, 1.08], [-0.97, -0.34, 1.08], [2.80, 1.66, -4.37], [0.11, -2.95, 0.74], [-0.29, 0.61, 1.63], [0.51, -0.88, 0.66], [0.79, 2.78, 0.40], [0.58, -1.32, -0.15], [1.07, -4.16, -0.25], [-1.42, -1.27, 0.01], [0.42, 2.87, 0.71], [-0.96, -0.28, -0.60], [0.85, 1.56, 0.13], [-1.38, -0.38, -0.89], [-0.53, 1.78, -0.04], [1.09, 0.04, -1.12], [0.67, 0.41, -0.40], [-1.37, 0.40, -1.29], [-0.75, -0.13, -1.94], [0.20, 0.30, 0.54], [-0.95, -0.13, 0.51], [-0.61, 1.66, 0.60], [-0.05, -0.85, 1.59], [-1.16, -0.35, -1.23], [0.14, -0.81, 0.74], [0.18, 0.27, 0.42], [-0.04, 0.98, -0.40], [0.44, -0.02, -0.90], [0.45, -0.14, 0.53], [-0.21, 0.75, 0.21], [-0.71, -0.75, -0.14], [0.00, 0.07, -0.01], [-0.13, -0.10, -0.24], [0.03, -0.21, -0.24], [0.03, -0.04, 0.09], [-0.41, 0.54, 0.83], [0.21, 0.02, 0.03], [0.78, -0.45, -0.52], [-0.36, -0.90, -0.25], [0.16, 0.08, 0.54], [0.61, 0.14, -0.26], [-0.63, 0.64, -0.25], [0.08, -0.02, -0.02], [-0.27, -0.04, -0.18], [-0.25, -0.08, -0.08], [0.03, 0.06, 0.08], [0.93, 0.59, 0.32], [0.15, -0.21, 0.37], [-0.69, -0.66, 0.34], [-0.74, 0.16, -0.49], [0.12, 0.51, 0.39], [-0.13, -0.55, 0.41], [0.75, -0.11, -0.53], [-0.06, -0.04, 0.04], [0.00, -0.09, -0.27], [0.00, 0.09, -0.29], [0.06, 0.04, 0.06]], "nbo_charge": [-0.283, -0.748, 1.227, -0.903, -0.715, 0.833, -0.582, -0.545, -0.010, 0.148, 0.039, -0.829, -0.124, 0.059, -0.066, -0.668, 0.080, 0.176, 0.224, 0.181, 0.507, 0.292, 0.220, 0.378, 0.376, 0.240, 0.239, 0.245, -0.900, 2.517, -0.884, -0.677, -0.101, -0.106, -0.683, 0.194, 0.218, 0.229, 0.199, -0.890, 2.514, -0.887, -0.681, -0.104, -0.106, -0.681, 0.188, 0.232, 0.220, 0.191, -0.889, 2.517, -0.884, -0.673, -0.101, -0.103, -0.679, 0.194, 0.215, 0.218, 0.194]}

=====

{"formula": "C4H10NO3", "method": "ωB97M-V with the def2-TZVPD basis set", "multiplicity": 1, "e_lumo_ev": -4.000, "mol_weight_g_mol": 120.13, "energy_ev": -11933.0588, "gap_ev": 9.835, "relative_energy_kj_mol": 342.8, "total_charge": 1, "symbols": ["O", "C", "C", "C", "C", "O", "N", "H", "H", "H", "H", "H", "H", "H", "H", "H", "H", "O"], "coordinates": [[-0.0717, -2.0118, 1.6063], [-0.2250, -0.8299, 1.5312], [-0.5339, -0.3036, 0.1020], [-0.0194, 1.1069, -0.1814], [1.3878, 1.4026, 0.2763], [1.8722, 0.8763, 1.1753], [-2.1134, -0.2600, 0.1630], [-0.1241, -0.1214, 2.5233], [-0.3297, -1.0531, -0.7465], [-0.0568, 1.3194, -1.3557], [-0.5589, 1.9159, 0.3620], [2.0407, 2.0457, -0.5352], [-2.4727, -0.8981, 0.9860], [-2.5515, 0.5327, 0.2579], [-2.5013, -0.7406, -0.6097], [2.3560, -0.5376, -2.4744], [2.1244, -1.4893, -1.2335], [1.7773, -0.9540, -1.8469]], "forces_ev_per_a": [[-0.10, -0.13, 0.56], [1.22, 0.33, 1.13], [-0.89, 0.78, 0.07], [-0.68, 1.18, -2.67], [0.40, 1.60, -6.00], [1.93, -1.74, 3.97], [2.48, -7.37, 2.04], [-0.49, -1.22, -2.49], [0.15, 1.11, 1.69], [-0.12, -0.31, 2.62], [-0.36, -0.56, -0.47], [-1.44, -0.77, 1.95], [0.95, 1.44, -1.61], [-2.61, 6.14, 0.62], [-0.43, -0.47, -1.50], [0.86, -0.32, 0.07], [2.90, -2.94, 3.02], [-3.76, 3.26, -3.01]], "nbo_charge": [-0.459, 0.364, -0.122, -0.571, 0.474, -0.487, -0.659, 0.195, 0.294, 0.267, 0.252, 0.130, 0.453, 0.416, 0.441, 0.502, 0.483, -0.973]}